{
  "formula": "C10H10N2",
  "method": "wB97M-V/def2-TZVPD",
  "gap_ev": 9.986,
  "smiles": "c1ccncc1.c1ccncc1",
  "homo_ev": -9.627,
  "largest_force_ha_per_bohr": 0.136,
  "total_charge": 0,
  "species": ["C", "C", "C", "N", "C", "C", "H", "H", "H", "H", "H", "C", "C", "C", "N", "C", "C", "H", "H", "H", "H", "H"],
  "positions_angstrom": [[1.4658, 1.1828, -1.4064], [2.5038, 1.8163, -0.7348], [3.2588, 2.6822, -1.5020], [3.2176, 2.7586, -2.8082], [2.3862, 1.9615, -3.4530], [1.4636, 1.0539, -2.7872], [0.6926, 0.6689, -0.7747], [2.2406, 1.7634, 0.3736], [3.9647, 3.3417, -0.9013], [2.3804, 1.9124, -4.5627], [0.4106, 0.6805, -3.3197], [-3.3624, -1.6898, 2.1899], [-2.4055, -1.4308, 3.1759], [-1.1203, -1.6516, 3.0617], [-0.6252, -2.2300, 1.8064], [-1.5108, -2.3641, 0.7339], [-2.9204, -2.1801, 0.9056], [-4.3381, -1.1457, 2.2340], [-2.8253, -0.6767, 3.9359], [-0.2907, -1.5065, 3.8282], [-1.0344, -2.5519, -0.1522], [-3.5516, -2.3950, 0.1572]],
  "forces_ev_per_angstrom": [[-0.651, -2.161, 0.246], [-2.661, 0.066, 1.018], [1.644, 0.657, 3.126], [0.156, -0.074, -1.223], [-1.595, -2.242, -0.311], [-2.258, 1.996, -1.336], [0.719, 0.467, -0.836], [1.725, 0.666, -1.334], [-0.726, -0.574, -1.309], [0.238, 0.551, 0.819], [3.403, 0.630, 1.154], [0.698, 0.388, -3.130], [-4.653, 3.379, 1.725], [5.173, -3.150, -3.526], [-2.247, 1.608, 0.627], [-0.686, 0.971, 5.923], [3.071, 0.975, 4.530], [0.656, -1.231, 0.260], [0.959, -1.663, -0.439], [-1.486, -0.041, -1.137], [0.827, -0.806, -2.201], [-2.303, -0.412, -2.646]]
}

{
  "formula": "C32H88N8O8",
  "method": "wB97M-V/def2-TZVPD",
  "multiplicity": 2,
  "gap_ev": [1.804, 9.053],
  "homo_ev": [0.587, -6.702],
  "s2": 0.75,
  "largest_force_ha_per_bohr": 0.058,
  "total_charge": -1,
  "species": ["C", "C", "C", "O", "C", "N", "H", "H", "H", "H", "H", "H", "H", "H", "H", "H", "H", "C", "C", "C", "O", "C", "N", "H", "H", "H", "H", "H", "H", "H", "H", "H", "H", "H", "C", "C", "C", "O", "C", "N", "H", "H", "H", "H", "H", "H", "H", "H", "H", "H", "H", "C", "C", "C", "O", "C", "N", "H", "H", "H", "H", "H", "H", "H", "H", "H", "H", "H", "C", "C", "C", "O", "C", "N", "H", "H", "H", "H", "H", "H", "H", "H", "H", "H", "H", "C", "C", "C", "O", "C", "N", "H", "H", "H", "H", "H", "H", "H", "H", "H", "H", "H", "C", "C", "C", "O", "C", "N", "H", "H", "H", "H", "H", "H", "H", "H", "H", "H", "H", "C", "C", "C", "O", "C", "N", "H", "H", "H", "H", "H", "H", "H", "H", "H", "H", "H"],
  "positions_angstrom": [[-4.5565, -3.4718, 2.9332], [-5.9572, -2.7627, 2.8528], [-5.9832, -1.3495, 2.2876], [-5.1874, -0.5795, 3.1935], [-4.9511, 0.6852, 2.6609], [-6.7406, -3.6685, 2.0947], [-3.8337, -3.0435, 3.6275], [-4.0690, -3.2216, 1.9909], [-4.5573, -4.5457, 3.1198], [-6.1981, -2.8201, 3.9143], [-6.9938, -0.9906, 2.0928], [-5.5506, -1.3037, 1.2882], [-4.1905, 1.0766, 3.3364], [-5.8131, 1.3368, 2.8045], [-4.6864, 0.7520, 1.6056], [-6.5942, -4.5815, 2.5010], [-6.3067, -3.8291, 1.1969], [0.7896, 4.2125, -5.4912], [0.8495, 3.3825, -6.8181], [0.6168, 1.8647, -6.7314], [1.6826, 1.2755, -6.0267], [1.6247, -0.0913, -5.9072], [-0.1683, 3.9726, -7.7442], [1.5907, 3.9557, -4.7981], [-0.1293, 4.1056, -4.9148], [0.8967, 5.2733, -5.7178], [1.8474, 3.4699, -7.2479], [0.4743, 1.2979, -7.6514], [-0.2385, 1.7401, -6.0673], [0.6781, -0.2505, -5.3907], [2.3549, -0.4972, -5.2071], [1.6256, -0.5532, -6.8945], [0.0473, 4.9179, -8.0271], [-0.0863, 3.5187, -8.6427], [2.7612, 4.4299, 2.4833], [1.6757, 3.5775, 1.8136], [0.2425, 3.6827, 2.3453], [0.1051, 3.2083, 3.6656], [-1.2185, 3.3572, 4.2210], [1.7401, 3.8459, 0.3669], [2.5141, 5.4908, 2.4452], [3.7677, 4.4587, 2.0659], [2.9653, 4.1282, 3.5107], [2.0600, 2.5808, 2.0306], [-0.4862, 3.1745, 1.7138], [0.0217, 4.7497, 2.3737], [-1.5535, 4.3777, 4.0353], [-1.0755, 3.2175, 5.2925], [-1.9747, 2.6990, 3.7932], [2.6840, 3.7027, 0.0372], [1.1762, 3.1327, -0.0729], [-2.4309, 0.1436, 0.0712], [-1.0829, -0.4454, -0.2036], [0.1616, 0.4182, 0.0472], [0.1401, 1.6616, -0.6841], [0.5241, 1.4027, -2.0581], [-0.8766, -1.6104, 0.5793], [-3.1896, -0.3790, -0.5114], [-2.5801, 1.1955, -0.1721], [-2.6520, 0.1505, 1.1385], [-0.9452, -0.9020, -1.1838], [1.0984, -0.1302, -0.0515], [0.1384, 0.6919, 1.1020], [1.0025, 2.3276, -2.3804], [-0.3731, 1.2990, -2.6683], [1.2104, 0.5726, -2.2256], [-0.5733, -1.2983, 1.4907], [-1.7837, -2.0528, 0.6208], [7.4408, 0.4889, -4.0377], [6.1349, 0.6518, -4.8342], [5.0932, 1.5495, -4.0431], [4.8162, 1.0806, -2.7581], [4.2537, -0.1847, -2.6052], [6.4239, 1.1316, -6.1540], [8.2438, -0.0263, -4.5647], [7.2076, -0.0657, -3.1288], [7.8725, 1.4469, -3.7478], [5.6690, -0.3240, -4.9714], [4.1835, 1.6721, -4.6309], [5.5212, 2.5406, -3.8923], [4.3105, -0.5164, -1.5685], [4.6111, -0.9323, -3.3133], [3.1966, -0.1997, -2.8704], [5.5198, 1.1124, -6.6036], [6.9958, 0.4825, -6.6752], [-1.7848, -0.4761, 4.5997], [-0.3060, -0.3236, 4.2810], [0.6445, -0.0268, 5.4713], [0.5373, -0.9898, 6.4740], [1.4653, -0.7531, 7.5005], [0.0907, -1.5393, 3.6623], [-2.0375, -1.3758, 5.1607], [-2.3612, -0.5374, 3.6766], [-2.1955, 0.3933, 5.1132], [-0.2176, 0.5436, 3.6267], [0.3688, 0.9368, 5.8997], [1.6359, 0.0857, 5.0325], [1.4042, -1.5364, 8.2560], [1.3315, 0.1612, 8.0787], [2.4887, -0.8126, 7.1300], [0.0677, -2.2810, 4.3476], [1.0591, -1.4249, 3.3990], [-3.8490, -3.5623, -1.0485], [-5.3117, -3.5073, -1.5396], [-5.3572, -4.0069, -2.9818], [-6.7590, -4.1095, -3.4685], [-6.8687, -4.3846, -4.8381], [-6.0269, -4.4250, -0.7010], [-3.4855, -4.5527, -1.3224], [-3.7608, -3.5935, 0.0374], [-3.1453, -2.8432, -1.4678], [-5.7245, -2.5142, -1.3625], [-4.8230, -4.9546, -3.0483], [-4.7437, -3.3355, -3.5826], [-6.5431, -3.5013, -5.3875], [-7.9294, -4.4900, -5.0660], [-6.3404, -5.2939, -5.1246], [-6.7304, -4.4870, -1.4230], [-5.6266, -5.3501, -0.7660], [5.3053, 1.4852, 3.4997], [4.1614, 0.4292, 3.7166], [4.0534, -0.6946, 2.6420], [2.8165, -1.4117, 2.8279], [2.5457, -2.2712, 1.7418], [4.2425, -0.1494, 5.0565], [6.2684, 0.9761, 3.4633], [5.3762, 2.2287, 4.2936], [5.0503, 2.0201, 2.5848], [3.2488, 1.0215, 3.6495], [4.7964, -1.4913, 2.6782], [3.9359, -0.1346, 1.7143], [3.3695, -2.9561, 1.5408], [2.2439, -1.7330, 0.8433], [1.6975, -2.9146, 1.9759], [3.6377, -0.9581, 5.0370], [5.1108, -0.6232, 5.2604]],
  "forces_ev_per_angstrom": [[1.255, 2.176, -0.550], [1.978, -1.554, 1.145], [0.891, -0.925, 0.772], [-0.862, -0.535, -1.333], [0.036, 1.088, 1.314], [-1.674, -0.610, -0.443], [-0.247, 0.218, 0.500], [0.125, -0.634, -0.359], [-0.501, 0.080, -0.195], [-1.086, 0.774, -0.005], [-0.357, 0.198, 0.773], [0.557, -0.293, -0.236], [0.374, 0.402, -0.510], [-0.410, 0.100, -0.084], [0.296, -0.437, 0.004], [-0.480, -0.211, 0.330], [-0.133, 0.349, -0.722], [0.290, -0.815, -0.317], [-0.247, 0.759, -0.477], [-0.300, 0.162, 1.985], [2.042, 2.176, -0.116], [-1.515, -0.443, 0.551], [0.193, -0.608, -0.123], [0.172, -0.157, -0.183], [-0.249, -0.239, -0.365], [0.033, 0.014, -0.179], [0.324, 0.284, 0.114], [-0.191, 0.512, -0.503], [-0.758, -0.257, -0.362], [-0.478, -1.001, -0.136], [0.497, 0.253, -0.411], [0.130, -0.501, 0.015], [0.257, 0.435, 0.691], [-0.176, -0.626, -0.139], [-0.318, 1.023, 0.816], [1.885, -0.613, -0.238], [0.221, 0.962, 0.193], [-0.239, -0.670, 0.583], [1.359, 0.628, -0.415], [-0.743, 0.160, 0.588], [-0.400, 0.162, 0.314], [-0.141, -0.793, -0.831], [-0.474, 0.089, 0.238], [-0.446, -0.762, -0.029], [0.151, -0.072, -0.473], [-0.376, 0.342, -0.330], [-0.125, 0.237, 0.105], [-0.331, -0.189, -0.097], [0.183, -0.408, -0.049], [0.166, 0.051, 0.090], [-0.202, -0.089, -0.405], [-0.508, 1.359, -0.224], [1.833, -0.152, -1.219], [-1.326, 1.246, 0.506], [0.796, -1.906, -0.433], [-0.547, 1.469, 0.156], [0.313, -0.951, 0.876], [-0.179, -0.275, 0.309], [0.417, 0.212, -0.520], [0.035, -0.589, 0.100], [-0.654, 0.936, -0.913], [-0.057, -0.132, -0.636], [-0.079, 0.309, 0.348], [0.199, -0.022, -0.190], [-0.024, -0.368, -0.075], [-0.129, -0.125, 0.400], [-0.381, -0.691, 0.793], [0.132, -0.553, 0.627], [-0.524, 0.055, 0.347], [0.350, -0.487, 1.380], [1.077, -0.433, -1.017], [0.579, 0.305, 0.814], [-1.045, -0.588, -0.773], [-0.619, 1.272, -0.628], [-0.261, -0.262, -0.283], [0.202, -0.008, 0.103], [-0.228, 0.213, 0.005], [-0.062, -0.359, 0.554], [-0.276, -0.135, -0.227], [0.090, 0.054, -0.113], [0.380, 0.068, -0.087], [0.748, -0.183, 0.317], [-0.498, 0.373, 0.135], [-0.095, 0.318, -0.692], [0.148, -0.189, 0.167], [-0.519, 0.590, 0.142], [-0.466, 0.118, 1.613], [-1.443, 1.160, -0.817], [0.198, -0.428, 0.366], [0.516, -0.847, 0.596], [0.516, -0.573, -1.198], [0.261, 0.017, 0.190], [0.152, -0.142, -0.215], [0.065, 0.044, 0.336], [0.282, -0.062, -0.350], [0.057, 0.441, 0.087], [0.331, -0.267, 0.280], [-0.375, -0.316, -0.180], [-0.227, 0.511, -0.434], [0.132, 0.373, -0.165], [-0.111, -0.155, 0.132], [0.134, -0.253, -0.057], [0.229, -0.314, -0.477], [2.831, -0.015, 0.526], [-0.682, 1.064, -0.742], [1.814, 0.043, 1.462], [-0.275, 0.527, 0.027], [-1.636, -0.206, -0.650], [0.262, -0.126, -0.235], [-0.338, 0.473, 0.000], [-0.177, 0.151, -0.052], [-0.153, 0.046, -0.483], [-0.381, -0.461, 0.087], [-0.362, 0.327, -0.497], [0.409, -0.167, -0.407], [-0.038, -0.218, 0.126], [0.172, 0.019, -0.147], [-2.048, -0.989, 0.978], [0.636, -0.224, 0.099], [-0.838, -1.167, -0.198], [1.184, -0.171, 0.328], [-1.272, 1.066, 0.265], [0.387, 0.452, 0.296], [-0.391, -0.642, -0.140], [-0.492, -0.325, 0.383], [0.117, 0.114, -0.380], [-0.398, -0.231, 0.199], [0.510, -0.039, -0.184], [-0.352, -0.245, 0.081], [0.761, 0.593, -0.248], [0.627, -0.442, -0.637], [0.345, 0.181, -0.150], [0.328, 0.141, -0.137], [-0.092, 0.197, 0.304], [-0.725, -0.066, 0.203], [0.771, 0.470, -0.334]]
}

{
  "formula": "C10H9NO",
  "method": "wB97M-V/def2-TZVPD",
  "gap_ev": 8.147,
  "homo_ev": -7.885,
  "largest_force_ha_per_bohr": 0.162,
  "total_charge": 0,
  "species": ["C", "C", "C", "C", "C", "C", "C", "C", "C", "C", "H", "H", "H", "H", "H", "H", "H", "H", "H", "N", "O"],
  "positions_angstrom": [[2.1362, -0.2342, -0.0874], [1.7764, -1.6231, 0.0132], [0.3591, -1.8090, 0.1008], [-0.5440, -0.7869, 0.0481], [-2.0058, -0.7882, -0.0988], [-2.4586, 0.3871, -0.0155], [-2.1305, 1.7955, -0.1029], [-0.8322, 1.8204, 0.1290], [-0.0469, 0.7231, 0.0353], [1.3047, 0.8702, -0.0921], [3.7846, 1.1191, -0.4244], [4.2088, -0.1944, 0.9604], [2.4457, -2.3917, -0.0713], [-0.2167, -2.7473, 0.3780], [-3.8172, -1.8167, -0.4720], [-3.4491, 0.3702, 0.2505], [-2.7638, 2.6986, -0.1280], [-0.3193, 2.8575, 0.4885], [1.7428, 1.8322, -0.5995], [3.5950, 0.0007, -0.1974], [-2.7693, -2.0831, -0.1145]],
  "forces_ev_per_angstrom": [[3.107, -1.412, 0.341], [-4.360, 4.139, 0.301], [0.494, -1.838, 0.708], [-0.391, 4.460, -0.859], [4.084, -6.479, 0.579], [-6.356, 5.357, -0.817], [0.614, -1.715, 0.802], [1.374, 6.537, 0.861], [0.972, -5.906, 0.175], [1.675, 0.696, -1.775], [-0.660, -3.810, 1.082], [-2.754, 0.938, -4.620], [1.661, -1.644, 0.105], [1.482, 0.510, -0.982], [4.733, -0.996, 1.636], [-3.262, -0.380, -0.011], [-0.032, -1.174, 0.193], [-0.858, -2.406, -1.415], [-0.777, -1.495, 1.868], [2.009, 2.437, 3.028], [-2.755, 4.181, -1.201]]
}